Formula: C46H80Br6F4O26
Source: the Open Molecules 2025 dataset
Level of theory: ωB97M-V/def2-TZVPD

```
162
Properties=species:S:1:pos:R:3:forces:R:3
C 5.0597 0.6443 5.7713 1.27 -1.33 0.45
C 3.6043 0.2470 5.9401 0.99 0.99 -1.01
O 3.0681 0.8841 4.7931 -0.83 -0.14 0.02
C 4.0445 1.2792 3.9071 -1.40 -0.12 -0.73
O 3.7850 1.7260 2.8268 0.37 -0.26 0.74
O 5.2389 1.0270 4.4047 0.21 0.19 0.59
F 3.0944 0.7675 7.0882 -0.22 0.02 -0.27
H 5.6939 -0.2263 5.9443 0.15 0.19 0.01
H 5.3571 1.4425 6.4351 -0.10 0.35 0.13
H 3.4612 -0.8274 5.9255 -0.50 -0.09 -0.08
C -1.1982 -1.9013 6.9558 0.27 1.78 -2.28
C -1.1032 -0.7462 5.8706 0.26 -1.10 0.20
O -1.7806 -1.2529 4.7472 0.56 0.81 0.56
C -2.0225 -2.6016 4.8842 1.87 3.47 2.72
O -2.4079 -3.2490 4.0247 -1.69 -2.61 -2.51
O -1.7181 -2.9325 6.1385 -0.40 -1.84 1.32
F 0.2859 -0.6522 5.5831 -1.48 0.55 0.07
H -1.7738 -1.6287 7.8372 -0.41 -0.43 -0.21
H -0.1652 -2.0984 7.1991 0.12 -0.42 0.35
H -1.5572 0.2209 6.1216 0.72 -0.12 -0.12
C -4.4188 4.1631 1.2874 0.51 -0.56 -0.22
C -3.1600 4.4184 0.4519 -0.31 -0.48 -1.94
O -2.4231 3.1826 0.5382 -0.53 1.63 0.89
C -2.7865 2.6205 1.7119 0.08 -3.10 0.27
O -2.2118 1.6481 2.1778 -0.93 2.26 -0.52
O -3.9813 3.0938 2.1397 0.97 -0.12 0.41
F -2.3850 5.4532 0.8873 -0.18 -0.32 0.34
H -5.2861 3.8084 0.7157 0.47 0.20 -0.17
H -4.7088 4.9992 1.8948 0.03 0.46 0.23
H -3.3555 4.5671 -0.6213 -0.04 0.15 0.54
C 5.4905 -1.0241 0.9456 0.22 -0.03 -0.16
C 4.2148 -1.6052 0.4089 -0.17 -0.50 0.81
O 3.4308 -1.9585 1.5688 1.02 0.61 -0.55
C 4.2854 -2.0779 2.5901 0.55 -0.78 1.83
O 3.9797 -2.6052 3.6484 0.90 1.36 -1.74
O 5.5394 -1.5605 2.2899 -1.51 -0.24 0.08
F 4.4806 -2.7936 -0.1981 -0.13 -0.16 -0.62
H 5.4648 0.0690 0.8513 0.02 -0.42 0.92
H 6.3416 -1.3745 0.3362 -0.34 0.00 0.54
H 3.6406 -0.9406 -0.1945 -0.32 0.06 -0.69
Br -3.9278 -1.7328 -0.8843 0.41 -0.16 0.98
C -3.2104 -1.3432 0.9637 -1.28 -0.25 0.36
C -4.2093 -0.4499 1.6885 -0.34 -0.38 -0.71
Br -5.7093 -1.5731 2.2495 -0.11 0.15 0.15
H -2.3106 -0.8252 0.7378 0.84 0.27 0.07
H -3.0882 -2.2519 1.5886 0.24 0.26 -1.00
H -4.6419 0.2533 0.9681 0.16 0.14 0.52
H -3.8146 0.0282 2.5871 0.03 -0.17 -0.34
Br 3.4992 -0.7444 -4.4747 0.47 -0.48 0.09
C 1.9827 0.4200 -4.4733 0.29 0.66 0.18
C 0.8507 -0.2536 -5.1539 0.09 0.59 -1.42
Br -0.6716 0.9245 -5.0957 -0.53 0.41 -0.09
H 2.3389 1.3447 -4.9581 -0.54 -0.41 0.23
H 1.6790 0.5883 -3.4507 0.40 0.23 0.34
H 0.5086 -1.1249 -4.6651 0.00 -0.94 0.47
H 1.0657 -0.4548 -6.2034 -0.12 -0.06 0.12
Br -1.6689 -7.9913 -2.5119 -0.06 -0.41 -1.11
C -1.8884 -6.9439 -0.9425 -0.23 0.17 1.06
C -3.0246 -5.9353 -1.0333 0.34 -0.17 1.11
Br -3.3889 -5.3412 0.8610 0.24 -0.09 -1.05
H -0.9197 -6.4346 -0.8018 -0.60 -0.31 0.30
H -2.1010 -7.6954 -0.1663 0.35 0.59 -0.14
H -3.9721 -6.2828 -1.4056 -0.16 -0.49 0.00
H -2.7357 -5.0919 -1.6195 0.10 0.80 -0.14
O 5.4217 0.6270 -1.1793 0.42 -1.36 0.16
C 5.1212 1.7776 -1.2479 -2.00 1.33 0.31
O 5.7646 2.6483 -1.9998 -1.07 1.63 0.17
C 6.9480 2.3254 -2.6585 1.49 -0.16 0.01
C 6.7110 1.3863 -3.8050 -0.77 -0.02 -1.74
C 3.9578 2.4888 -0.4973 0.37 -0.29 -1.26
H 7.6251 1.8834 -1.9006 -0.05 0.15 -0.53
H 7.3369 3.3054 -2.9846 0.06 -0.53 0.13
H 7.6221 0.9853 -4.2623 0.07 0.27 0.29
H 6.1361 1.8773 -4.6688 0.65 -0.57 1.35
H 6.1394 0.5296 -3.4472 -0.01 0.09 -0.17
H 3.5644 3.3299 -1.0921 0.46 -0.25 0.22
H 4.4187 2.8894 0.3990 -0.37 0.00 0.38
H 3.0828 1.8508 -0.3059 0.70 -0.11 0.27
O -3.5861 -4.3387 -4.1492 0.49 -0.40 0.16
C -2.7137 -4.9387 -4.7335 -0.42 0.40 -0.66
O -2.9792 -5.7916 -5.7551 0.58 0.24 1.35
C -4.3499 -6.1676 -5.8682 0.28 -0.74 -0.72
C -4.2934 -7.3758 -6.8093 0.00 1.83 -0.41
C -1.2363 -4.7860 -4.5634 0.75 0.47 -0.24
H -4.8514 -5.3051 -6.2803 -0.58 0.03 -0.23
H -4.7913 -6.4013 -4.9089 0.11 0.00 0.35
H -3.5281 -8.0727 -6.4715 -0.51 -0.32 0.05
H -3.9645 -6.9457 -7.7589 0.22 -0.32 -0.11
H -5.2930 -7.7258 -7.0101 -0.18 -0.76 0.27
H -0.7989 -4.6356 -5.5673 -0.14 -0.15 0.42
H -0.7871 -5.6951 -4.1463 -0.19 0.18 -0.07
H -0.9686 -3.9118 -3.9479 -0.36 -0.45 -0.13
O -5.5286 5.1098 -1.6991 0.19 0.51 0.81
C -5.6010 4.3312 -2.5992 -0.56 -1.06 0.08
O -5.7176 3.0040 -2.2920 0.53 0.32 -1.05
C -5.3495 2.0008 -3.2701 0.98 -0.84 -0.69
C -3.8003 1.6360 -3.1246 -1.03 1.20 -0.91
C -5.6980 4.7466 -4.0184 1.45 1.66 -0.53
H -5.5395 2.1973 -4.3629 0.09 0.77 1.15
H -6.0803 1.2019 -3.0881 0.78 -0.23 0.37
H -3.1508 2.5192 -3.3936 -0.83 -0.65 0.17
H -3.4905 0.8187 -3.7777 -0.31 0.01 -0.08
H -3.5427 1.3573 -2.1298 -0.02 -0.24 0.92
H -4.8502 4.3793 -4.6101 -0.14 -0.06 0.16
H -5.6095 5.8683 -4.0267 -0.32 -1.17 -0.05
H -6.5906 4.4184 -4.5013 -0.73 -0.24 -0.20
O 1.6554 -5.7173 4.2767 0.05 0.94 0.09
C 1.4522 -4.5413 4.4965 -1.00 -0.81 -0.30
O 0.5752 -3.7789 3.8076 0.05 -0.11 -0.27
C -0.0590 -4.4074 2.6700 0.12 1.01 0.10
C 0.9267 -4.4165 1.5285 1.51 -0.66 -0.31
C 1.9810 -3.7280 5.6077 0.22 0.85 0.30
H -0.9088 -3.7710 2.4513 -0.02 0.07 -0.08
H -0.4527 -5.3366 3.0446 0.10 -0.72 -0.47
H 0.5204 -4.8707 0.5988 0.20 0.33 0.59
H 1.8439 -4.9769 1.8417 -0.86 -0.03 -0.38
H 1.3760 -3.4215 1.3147 -0.93 -0.34 0.07
H 3.0489 -3.6816 5.4979 0.55 -0.27 0.30
H 1.6818 -4.1620 6.5650 0.13 0.11 -0.10
H 1.6384 -2.6903 5.4706 -0.07 -0.46 0.36
O 1.8340 -0.6067 -1.3529 0.38 0.19 -0.67
C 0.7184 -0.9820 -1.1323 -0.96 -0.22 1.51
O 0.1231 -0.8376 0.1020 -0.07 0.22 -1.77
C 0.8835 -0.0700 1.0193 0.71 -0.07 1.26
C 0.4600 -0.5402 2.3918 -0.15 0.73 0.77
C -0.2412 -1.6206 -2.0780 -0.34 -0.61 1.12
H 0.6770 0.9969 1.0067 -0.20 0.18 -0.87
H 1.9211 -0.2488 0.7203 -0.17 0.36 0.85
H 0.7533 -1.5419 2.5680 0.29 -1.20 0.08
H -0.6427 -0.5059 2.4414 0.48 0.18 0.14
H 0.8872 0.0268 3.2606 -0.35 -0.09 -1.05
H 0.2809 -2.2119 -2.8224 -0.03 0.14 -0.16
H -0.8125 -0.7888 -2.4705 -0.27 0.02 -0.57
H -0.9448 -2.2446 -1.4804 0.45 0.37 -0.61
O -0.9838 6.2940 -3.0838 1.09 -0.38 0.10
C 0.1533 5.9771 -2.7507 -2.89 0.01 -0.55
O 0.4579 4.7711 -2.2920 -0.41 -1.31 0.10
C -0.6361 3.7860 -2.3381 1.00 -0.82 -0.29
C -0.2053 2.4945 -1.5724 0.04 2.17 -1.17
C 1.2704 6.8929 -2.7014 2.64 0.78 -0.50
H -0.8569 3.5826 -3.3875 0.27 -0.07 -0.08
H -1.5235 4.2396 -1.9694 -0.64 0.41 0.70
H -0.9789 1.7530 -1.6882 -0.24 -0.32 0.07
H -0.0802 2.7955 -0.5443 0.25 -0.38 0.39
H 0.7266 2.1718 -2.0366 0.04 -0.26 0.32
H 1.6350 7.3379 -3.6565 -0.71 -0.70 0.32
H 2.1300 6.3735 -2.2610 -0.12 0.31 0.04
H 1.0114 7.7498 -2.1153 -0.23 0.44 0.57
O 1.8833 4.0852 0.9754 -0.27 0.46 0.46
C 1.2236 4.9442 1.5204 0.07 -0.16 -0.87
O 0.4276 4.7062 2.6058 1.66 -0.97 -0.88
C 0.7771 3.3726 3.1232 -0.92 0.07 1.05
C -0.1955 3.0987 4.2531 -0.20 0.17 0.34
C 1.1681 6.3701 1.0271 -1.22 -0.41 1.88
H 1.7881 3.3830 3.5326 0.06 0.23 -0.28
H 0.7622 2.6097 2.3447 -0.27 0.31 0.00
H -0.0567 3.7971 5.0816 0.34 -0.02 0.00
H -0.0576 2.0854 4.6386 -0.02 0.04 -0.11
H -1.2404 3.2412 3.9800 0.05 -0.28 -0.34
H 2.1185 6.7274 0.6885 0.45 0.08 -0.11
H 0.7680 6.9041 1.9056 0.39 0.45 -0.59
H 0.4186 6.4353 0.2572 -0.22 0.01 -0.47
```
Forces are in eV/Å.

The energy comes out at -533361.871 eV. As for the total charge: 0. The value obtained for the lowest unoccupied orbital energy is 0.346 eV.